Entry 1:
{"formula": "C16H23EuI2NO3S2Y", "method": "ωB97M-V/def2-TZVPD", "species": ["I", "I", "Eu", "Y", "S", "S", "C", "C", "C", "C", "C", "C", "C", "C", "C", "C", "C", "O", "O", "O", "H", "H", "H", "H", "H", "H", "H", "H", "H", "H", "H", "H", "H", "H", "H", "H", "H", "H", "C", "C", "C", "N", "C", "C", "H", "H", "H", "H", "H"], "coordinates": [[-1.549724, 2.746248, 2.061204], [-0.314754, 4.668100, -1.221686], [0.450750, 1.856410, -2.554223], [-1.011088, 0.119511, 1.151699], [-1.951422, 1.053736, -1.200337], [1.191952, 1.236319, 0.107010], [-2.630472, -1.909472, 0.686167], [-3.442174, 0.564105, -2.105239], [2.890918, 0.881053, 0.630638], [-3.642200, 1.572968, -3.233702], [-3.163903, -0.819397, -2.648707], [-4.608111, 0.568489, -1.131552], [3.776156, 1.915987, -0.022478], [3.171624, -0.503130, 0.109461], [2.948764, 0.938210, 2.141926], [-0.490955, 0.433508, -4.732004], [2.736234, 0.579911, -3.299341], [-3.455025, -2.731191, 0.612376], [-0.816180, 0.076308, -5.780284], [3.769566, 0.275346, -3.733323], [-2.786368, 1.558811, -3.919785], [-3.666516, 2.592227, -2.836940], [-4.570535, 1.366424, -3.783025], [-2.293859, -0.802702, -3.314368], [-4.043134, -1.177294, -3.199770], [-2.937696, -1.513716, -1.834160], [-4.466000, -0.153575, -0.317308], [-5.530302, 0.322640, -1.675819], [-4.721839, 1.548249, -0.651358], [4.806970, 1.752354, 0.309225], [3.450727, 2.929584, 0.237965], [3.712012, 1.865364, -1.115590], [4.182675, -0.804536, 0.398637], [3.060416, -0.537261, -0.977643], [2.462620, -1.229085, 0.514375], [3.973548, 0.743455, 2.476236], [2.281181, 0.204569, 2.605681], [2.590379, 1.898836, 2.527200], [1.455988, -2.661040, 4.492466], [1.678307, -3.257856, 3.242824], [1.088171, -2.685728, 2.115310], [0.284829, -1.583348, 2.223846], [0.095392, -0.987372, 3.432054], [0.657751, -1.518344, 4.597672], [1.901791, -3.090082, 5.387787], [2.304270, -4.142938, 3.115906], [1.231442, -3.102262, 1.114694], [-0.514309, -0.052180, 3.460650], [0.452132, -1.006213, 5.535635]], "forces_ev_per_a": [[-0.7, 1.2, 0.5], [0.1, -0.2, -0.3], [-0.6, -0.1, 1.8], [1.2, -1.7, -0.5], [1.9, 0.7, 0.5], [-1.8, 0.5, -1.5], [-4.6, -4.5, -0.2], [-0.9, 0.0, -0.6], [0.5, -0.4, 0.0], [0.2, 0.4, 0.2], [0.1, -0.4, -0.1], [-0.2, 0.3, 0.4], [0.0, 0.6, 0.0], [0.3, -0.7, 0.0], [-0.4, 0.2, 0.5], [-1.2, -1.3, -4.7], [5.2, -1.3, -2.4], [4.4, 4.2, 0.3], [1.4, 1.4, 4.7], [-5.2, 1.4, 2.2], [-0.2, -0.2, -0.2], [-0.4, -0.1, 0.0], [0.3, 0.1, 0.1], [-0.2, -0.1, 0.0], [0.2, 0.0, 0.1], [-0.2, -0.1, -0.3], [-0.1, -0.1, -0.3], [0.2, 0.0, 0.2], [-0.2, -0.1, -0.3], [-0.1, 0.2, -0.2], [0.3, -0.1, 0.2], [0.3, -0.2, 0.0], [-0.1, -0.1, -0.2], [0.3, -0.1, 0.1], [0.2, 0.1, 0.0], [-0.2, 0.1, 0.0], [0.3, -0.2, -0.2], [0.5, 0.1, -0.1], [-0.1, -0.1, -0.1], [-0.2, 0.5, -0.3], [-0.6, 0.5, 0.6], [-0.1, 0.6, -0.1], [0.8, -1.5, -0.1], [-0.5, 0.7, -0.4], [-0.1, 0.1, -0.1], [-0.2, 0.3, 0.2], [-0.1, 0.1, 0.4], [0.2, -0.4, 0.4], [0.2, -0.3, 0.0]], "mulliken_spin": [0.854, 0.927, 4.073, -0.008, 0.178, -0.013, -0.003, -0.011, -0.002, 0.001, -0.003, -0.006, -0.001, 0.000, 0.002, -0.001, 0.000, 0.000, 0.000, 0.000, 0.000, -0.002, 0.000, -0.001, 0.010, 0.001, 0.002, 0.000, 0.000, 0.000, 0.000, -0.001, 0.001, -0.001, 0.000, 0.000, -0.002, 0.001, 0.000, 0.000, 0.000, 0.002, -0.012, -0.001, 0.000, 0.000, 0.000, 0.015, 0.000], "total_charge": 4, "spin_multiplicity": 7, "max_force_ev_per_a": 6.45, "e_homo_ev": [-21.027, -20.932], "e_lumo_ev": [-15.2467, -15.9575]}



Entry 2:
{"formula": "C16H23N", "method": "ωB97M-V/def2-TZVPD", "species": ["N", "C", "C", "C", "C", "C", "C", "C", "C", "C", "C", "C", "C", "C", "C", "C", "C", "H", "H", "H", "H", "H", "H", "H", "H", "H", "H", "H", "H", "H", "H", "H", "H", "H", "H", "H", "H", "H", "H", "H"], "coordinates": [[-1.747885, 0.304814, 2.318839], [-2.363429, 1.214674, 3.077944], [-2.284229, 0.045170, 1.120032], [-3.620599, 1.629300, 2.727813], [-3.481887, 0.602911, 0.602476], [-4.216852, 1.366575, 1.507635], [3.049693, -2.383294, -1.683764], [2.935822, -0.585964, -0.011568], [0.918542, -2.993348, 0.860106], [-1.516753, -1.074129, 0.417219], [0.105707, -1.757008, -2.528578], [0.192839, 0.128422, -1.081385], [0.093755, -2.814363, -1.454557], [1.105851, -0.726908, -1.951003], [-0.039532, -0.789788, 0.091926], [2.027041, -1.472573, -0.977240], [0.784323, -2.037634, -0.285156], [-1.906162, 1.471164, 4.010556], [-4.205303, 2.260895, 3.428041], [-4.035419, 0.487579, -0.323911], [-5.116286, 1.841353, 1.257255], [3.205326, -1.964486, -2.678295], [4.090321, -2.265453, -1.308101], [2.765958, -3.458601, -1.707820], [3.708619, -0.047518, -0.597938], [2.283650, 0.132101, 0.505978], [3.416765, -1.231919, 0.731618], [0.017721, -3.608228, 0.881539], [1.792240, -3.594238, 0.811357], [1.127769, -2.506385, 1.854497], [-1.991354, -1.335369, -0.572708], [-1.660376, -1.915691, 1.083785], [-0.916580, -1.363237, -2.694378], [0.552302, -2.086689, -3.504969], [-0.775769, 0.398966, -1.512232], [0.709845, 1.089310, -0.718893], [-0.885384, -3.206772, -1.216926], [0.681350, -3.653335, -1.742258], [1.563604, -0.149261, -2.727236], [0.383728, -0.349022, 1.031559]], "forces_ev_per_a": [[-0.2, 0.9, -0.5], [-0.5, -1.3, -0.7], [0.4, -1.0, -1.1], [-1.6, 2.0, 1.4], [-0.6, 0.4, 1.5], [2.5, -0.6, 0.2], [0.2, -0.3, -0.2], [-1.4, 0.1, -0.8], [0.3, 0.8, 1.8], [-0.7, 0.2, -1.7], [1.0, -0.3, -1.7], [0.9, 2.2, 1.0], [0.0, 0.9, 0.5], [-1.2, 1.6, -0.8], [-0.1, -0.2, 1.9], [1.0, 0.9, 0.7], [-0.5, -2.1, 0.8], [0.2, 0.2, 0.4], [0.6, -0.4, -0.4], [1.1, -0.7, -0.4], [-1.3, 0.3, -0.3], [-0.4, -0.5, -0.5], [-0.8, -0.4, 0.5], [0.3, 0.7, -0.2], [-0.4, -0.3, 0.4], [0.6, 0.0, 0.0], [-0.1, 0.1, -0.2], [0.2, -0.1, 0.5], [0.7, -1.1, -0.7], [-0.8, -0.1, -0.8], [0.0, 0.2, 1.0], [0.3, -0.4, 0.1], [0.8, 0.1, -0.2], [-0.8, -0.1, 0.7], [0.4, 0.2, -0.4], [-0.8, -1.2, -0.7], [-0.3, 0.1, 0.2], [0.6, -0.8, 0.0], [0.6, 0.3, -0.5], [-0.2, -0.5, -0.7]], "mulliken_charge": [-0.384, -0.408, 0.362, -0.278, -0.675, -0.573, -1.667, -1.876, -2.320, -0.753, -0.889, -1.701, -1.559, -0.168, 0.172, 1.786, 1.103, 0.411, 0.293, 0.357, 0.457, 0.370, 0.421, 0.330, 0.429, 0.429, 0.386, 0.463, 0.524, 0.345, 0.337, 0.385, 0.413, 0.383, 0.528, 0.176, 0.491, 0.489, 0.752, 0.656], "total_charge": 0, "max_force_ev_per_a": 2.92, "e_homo_ev": -9.324, "smiles": "CC1(C)[C@H]2CC[C@]1(C)[C@H](Cc1ccccn1)C2", "e_lumo_ev": 0.8791}



- Which formula does entry 2 have?
  C16H23N